1.
60
Properties=species:S:1:pos:R:3:mulliken_charge:R:1 method="wB97M-V/def2-TZVPD" spin_multiplicity=1 total_charge=0 smiles="O=c1[nH]c([C@@H]2CCCN(S(=O)(=O)c3cccc(Cl)c3)C2)nc2c1nnn2Cc1ccc2c(c1)OCCO2" total_energy_ev=-67796.820 homo_lumo_gap_ha=0.329 de_lowest_kj_mol=37.4 homo_ev=-8.69 largest_force_ev_per_a=1.36
O -6.26 -2.36 -0.47 -0.64
C -5.33 -1.61 -0.33 -0.23
N -4.01 -2.11 -0.43 -0.21
C -2.85 -1.41 -0.29 -0.17
C -1.58 -2.19 -0.48 0.56
C -1.22 -2.93 0.82 -1.28
C -0.89 -1.96 1.95 -0.88
C 0.01 -0.82 1.44 -0.32
N 0.59 -1.13 0.15 0.43
S 1.84 -2.25 0.15 1.41
O 1.58 -3.28 -0.82 -0.68
O 2.16 -2.62 1.49 -0.77
C 3.19 -1.24 -0.49 0.27
C 3.20 -0.89 -1.82 -0.49
C 4.25 -0.12 -2.31 -0.55
C 5.26 0.30 -1.46 -0.75
C 5.23 -0.07 -0.12 0.44
Cl 6.47 0.46 0.95 -0.22
C 4.19 -0.84 0.38 -0.63
C -0.40 -1.28 -0.89 -1.44
N -2.82 -0.14 -0.03 0.14
C -4.03 0.44 0.07 0.67
C -5.28 -0.20 -0.07 0.43
N -6.24 0.75 0.06 -0.51
N -5.68 1.87 0.27 -1.06
N -4.34 1.73 0.29 0.75
C -3.50 2.87 0.56 -1.02
C -2.09 2.67 0.09 0.64
C -1.81 2.43 -1.25 -0.29
C -0.50 2.26 -1.67 -0.77
C 0.55 2.34 -0.76 0.77
C 0.27 2.55 0.59 0.33
C -1.05 2.72 1.00 -0.86
O 1.25 2.60 1.54 -0.50
C 2.50 2.15 1.09 0.02
C 2.79 2.70 -0.31 -0.60
O 1.83 2.21 -1.23 -0.41
H -3.95 -3.11 -0.62 0.27
H -1.75 -2.93 -1.26 0.79
H -0.35 -3.56 0.61 0.41
H -2.04 -3.59 1.12 0.52
H -1.81 -1.54 2.36 0.56
H -0.38 -2.51 2.74 0.34
H 0.82 -0.63 2.13 0.79
H -0.58 0.09 1.31 -0.43
H 2.42 -1.23 -2.47 0.43
H 4.28 0.17 -3.35 0.42
H 6.08 0.90 -1.83 0.45
H 4.15 -1.15 1.41 0.52
H 0.12 -1.72 -1.75 0.67
H -0.77 -0.29 -1.15 -0.20
H -3.97 3.73 0.05 0.44
H -3.52 3.07 1.63 0.28
H -2.61 2.39 -1.97 0.47
H -0.27 2.09 -2.71 0.43
H -1.23 2.89 2.05 0.36
H 3.24 2.49 1.81 0.39
H 2.50 1.05 1.04 -0.14
H 3.76 2.37 -0.67 0.33
H 2.75 3.80 -0.28 0.33

2.
52
Properties=species:S:1:pos:R:3:mulliken_charge:R:1 method="wB97M-V/def2-TZVPD" spin_multiplicity=1 total_charge=+1 total_energy_ev=-117933.927 homo_lumo_gap_ha=0.236 homo_ev=-10.58 largest_force_ev_per_a=0.22
Al 0.30 -0.04 -0.10 0.33
C 1.15 -4.25 3.71 -0.44
C -0.12 -4.52 3.23 -0.65
C -0.70 -3.71 2.27 -0.56
C 0.01 -2.61 1.79 0.24
C 1.29 -2.33 2.27 0.37
C 1.86 -3.16 3.23 -1.13
N -0.54 -1.73 0.81 0.80
N -1.64 -2.05 0.33 -0.81
C -2.15 -1.18 -0.66 0.05
C -3.41 -1.48 -1.16 -0.49
C -3.94 -0.64 -2.13 -0.58
C -3.21 0.45 -2.57 -0.77
C -1.95 0.73 -2.05 -0.22
C -1.38 -0.08 -1.08 0.04
H 1.60 -4.90 4.45 0.42
H -0.67 -5.38 3.60 0.39
H -1.69 -3.92 1.89 0.45
H 1.85 -1.49 1.88 0.51
H 2.85 -2.95 3.59 0.41
H -3.94 -2.34 -0.80 0.48
H -4.91 -0.85 -2.55 0.39
H -3.62 1.10 -3.34 0.42
H -1.40 1.59 -2.43 0.43
N 1.54 3.95 -0.12 -0.24
C 1.63 4.46 -1.45 0.46
C 1.65 5.82 -1.66 -0.68
C 1.72 6.32 -2.95 -0.62
C 1.73 5.45 -4.03 -0.67
C 1.69 4.08 -3.81 -0.76
C 1.66 3.58 -2.52 0.60
S 1.77 1.83 -2.26 -0.19
N 1.06 1.73 -0.71 -0.16
C 1.11 2.70 0.14 0.71
C 0.62 2.35 1.50 1.03
C 0.60 3.22 2.57 -0.98
C 0.11 2.77 3.79 -0.62
C -0.36 1.48 3.89 -1.05
C -0.30 0.66 2.78 0.06
N 0.20 1.07 1.61 0.39
H 1.47 4.64 0.60 0.07
H 1.62 6.50 -0.81 0.38
H 1.74 7.39 -3.11 0.40
H 1.78 5.83 -5.04 0.41
H 1.71 3.39 -4.65 0.44
H 0.96 4.23 2.48 0.40
H 0.08 3.44 4.64 0.46
H -0.76 1.09 4.82 0.45
H -0.64 -0.36 2.82 0.55
Se 4.39 -2.31 -0.76 -0.08
C 2.88 -1.47 -0.62 0.76
N 1.85 -0.89 -0.51 -0.60

3.
87
Properties=species:S:1:pos:R:3:lowdin_spin:R:1 method="wB97M-V/def2-TZVPD" spin_multiplicity=4 total_charge=0 s_squared=3.817 total_energy_ev=-271897.525 homo_lumo_gap_ha="0.223 / 0.304" de_lowest_kj_mol=221.7 homo_ev="-6.24 / -8.51" largest_force_ev_per_a=5.73
V 0.23 0.50 0.52 2.39
O -1.76 -2.97 -2.99 0.00
C -2.49 -1.82 -3.19 0.00
C -3.53 -1.89 -4.10 0.00
C -4.28 -0.75 -4.37 0.00
C -3.98 0.46 -3.74 0.00
C -2.95 0.50 -2.82 0.00
C -2.21 -0.63 -2.53 0.00
C -1.09 -0.58 -1.53 0.01
O -0.89 0.62 -0.90 0.03
N -1.33 -1.65 -0.49 0.00
N -0.97 -1.23 0.77 0.00
C -1.35 -1.85 1.80 0.03
C -1.03 -1.40 3.17 0.00
Br -1.06 0.48 3.48 0.04
C -0.85 -2.20 4.21 0.01
C -0.73 -3.68 4.16 0.00
C -0.24 -4.37 3.05 0.00
C -0.14 -5.75 3.06 0.00
C -0.54 -6.47 4.18 0.00
C -1.03 -5.80 5.29 0.00
C -1.10 -4.41 5.29 0.00
H -1.03 -2.82 -2.37 0.00
H -3.75 -2.84 -4.58 0.00
H -5.09 -0.81 -5.09 0.00
H -4.55 1.35 -3.97 0.00
H -2.69 1.42 -2.31 0.00
H -0.17 -0.88 -2.03 0.00
H -2.19 -2.17 -0.55 0.00
H -1.96 -2.74 1.71 0.00
H -0.78 -1.75 5.20 0.00
H 0.12 -3.82 2.18 0.00
H 0.27 -6.27 2.20 0.00
H -0.48 -7.55 4.18 0.00
H -1.34 -6.35 6.17 0.00
H -1.47 -3.88 6.16 0.00
C -2.84 5.40 0.65 0.00
As -2.00 3.63 0.55 0.01
C -3.45 2.62 1.39 0.00
C -0.83 3.88 2.13 0.00
C -1.36 4.39 3.31 0.00
C -0.56 4.63 4.42 0.00
C 0.80 4.38 4.35 0.00
C 1.35 3.88 3.18 0.00
C 0.56 3.62 2.06 0.01
As 1.35 2.69 0.50 0.03
C 1.48 4.18 -0.73 0.00
C 3.20 2.56 1.06 0.01
H -3.35 5.57 1.60 0.00
H -3.55 5.50 -0.16 0.00
H -2.06 6.15 0.53 0.00
H -3.57 2.87 2.44 0.00
H -3.24 1.55 1.30 0.00
H -4.38 2.83 0.86 0.00
H -2.42 4.60 3.38 0.00
H -1.00 5.00 5.34 0.00
H 1.44 4.56 5.21 0.00
H 2.41 3.68 3.14 0.00
H 1.89 5.03 -0.19 0.00
H 0.50 4.43 -1.12 0.00
H 2.13 3.90 -1.55 0.00
H 3.62 3.54 1.27 0.00
H 3.75 2.10 0.24 0.00
H 3.27 1.92 1.93 0.00
O 1.38 -0.06 1.63 -0.09
N 2.25 -0.80 2.32 0.12
C 2.66 -1.86 1.59 0.14
C 3.61 -2.75 2.18 0.02
N 4.38 -3.49 2.63 0.06
C 2.13 -2.15 0.29 0.04
N 1.65 -2.32 -0.74 0.09
N 2.35 1.09 -1.84 0.01
C 2.51 0.42 -2.78 0.01
N 2.72 -0.23 -3.93 0.00
C 2.07 -1.53 -4.20 0.00
C 2.07 -1.77 -5.69 0.00
O 3.38 -1.66 -6.24 0.00
C 3.93 -0.38 -6.01 0.00
C 4.05 -0.09 -4.54 0.00
H 1.05 -1.49 -3.83 0.00
H 2.59 -2.33 -3.68 0.00
H 1.40 -1.06 -6.18 0.00
H 1.73 -2.78 -5.89 0.00
H 3.31 0.39 -6.49 0.00
H 4.91 -0.37 -6.48 0.00
H 4.41 0.92 -4.38 0.00
H 4.75 -0.80 -4.09 0.00

4.
35
Properties=species:S:1:pos:R:3:mulliken_charge:R:1 method="wB97M-V/def2-TZVPD" spin_multiplicity=1 total_charge=+1 total_energy_ev=-21375.128 homo_lumo_gap_ha=0.357 de_lowest_kj_mol=54.0 homo_ev=-12.50 largest_force_ev_per_a=4.52
C 1.32 1.05 0.39 -0.03
C -0.13 1.26 -0.20 -0.61
C 1.89 -0.18 -0.27 -0.09
C -1.12 0.23 0.25 0.98
C -0.01 -1.60 -0.07 0.71
C -1.76 0.31 1.61 -1.70
C -0.60 -2.81 0.61 -1.46
C -3.02 1.38 -1.01 -0.88
C 3.37 -0.45 0.17 -0.75
N -2.22 0.11 -0.87 -0.18
O 1.25 -1.32 0.32 -0.37
O 2.05 2.22 -0.04 -0.59
O -0.58 2.53 0.27 -0.56
O -0.25 -1.58 -1.51 -0.55
O 4.21 0.42 -0.63 -0.56
H 1.16 0.95 1.54 0.26
H -0.02 1.46 -1.32 0.27
H 1.64 -0.23 -1.34 0.45
H -1.01 0.09 2.44 0.39
H -2.61 -0.43 1.89 0.34
H -2.04 1.33 1.90 0.36
H -1.45 -3.05 0.04 0.47
H -0.82 -2.60 1.74 0.28
H 0.20 -3.54 0.61 0.46
H -3.75 1.25 -0.20 0.35
H -2.22 2.24 -0.96 0.32
H -3.62 1.31 -1.93 0.39
H 3.63 -1.47 0.03 0.55
H 3.50 -0.25 1.28 0.24
H -1.77 -0.08 -1.76 0.45
H -2.90 -0.61 -0.77 0.39
H 2.92 1.75 -0.38 0.55
H 0.15 2.99 0.70 0.42
H -0.32 -2.48 -1.69 0.33
H 4.91 -0.21 -0.85 0.37

5.
116
Properties=species:S:1:pos:R:3:mulliken_charge:R:1 method="wB97M-V/def2-TZVPD" spin_multiplicity=1 total_charge=+1 total_energy_ev=-224275.020 homo_lumo_gap_ha="0.225 / 0.247" de_lowest_kj_mol=116.1 homo_ev="-9.76 / -9.76" largest_force_ev_per_a=4.10
In 2.34 0.46 -0.48 0.94
N 1.16 0.87 1.50 0.13
N 1.40 2.20 1.94 -0.16
C 2.58 2.85 1.75 0.46
N 2.57 4.15 2.07 -0.34
S 3.89 2.03 1.05 -0.30
H 0.17 0.72 1.30 -0.30
H 1.49 0.19 2.20 0.21
H 0.61 2.67 2.43 0.16
H 1.74 4.67 2.44 0.21
H 3.41 4.73 1.83 0.26
C -4.97 3.05 -1.23 -0.80
C -4.01 3.31 -0.25 -0.62
C -2.80 2.62 -0.23 -0.25
C -2.50 1.64 -1.21 -0.43
C -3.39 1.39 -2.28 -0.70
C -4.66 2.06 -2.17 -0.63
N -1.36 0.84 -1.10 1.24
N -1.00 0.27 -2.20 0.13
C -0.11 -0.81 -2.15 -1.08
C -0.30 -1.68 -3.27 -0.46
C 0.49 -2.81 -3.45 -1.15
C 1.35 -3.17 -2.40 -0.90
C 1.45 -2.32 -1.30 -0.07
C 0.90 -1.05 -1.19 1.03
H -5.94 3.54 -1.22 0.43
H -4.15 4.12 0.42 0.60
H -2.08 2.86 0.53 0.63
H -3.08 0.70 -3.08 0.61
H -5.43 1.81 -2.89 0.42
H -1.09 -1.41 -3.96 0.57
H 0.46 -3.39 -4.40 0.40
H 1.87 -4.13 -2.46 0.50
H 2.03 -2.68 -0.44 0.33
N 5.18 -1.83 2.30 0.09
C 3.89 -1.57 2.13 -0.52
N 3.70 -1.19 0.87 0.13
C 4.96 -1.22 0.35 0.18
N 5.90 -1.64 1.17 -0.69
C 5.33 -0.65 -0.93 0.50
C 6.72 -0.54 -1.21 -0.54
N 7.19 0.21 -2.22 -0.54
C 6.25 0.71 -3.04 -0.43
C 4.90 0.54 -2.81 -0.31
N 4.41 -0.10 -1.73 0.14
H 5.60 -2.11 3.17 0.22
H 3.09 -1.74 2.83 0.52
H 7.49 -1.00 -0.56 0.47
H 6.54 1.25 -3.95 0.41
H 4.13 0.96 -3.50 0.54
C 1.63 2.86 -6.60 -0.63
C 0.64 2.28 -5.84 -0.63
C 0.63 2.31 -4.45 0.02
C 1.73 2.81 -3.73 0.71
C 2.76 3.38 -4.51 -0.23
C 2.76 3.38 -5.93 -0.64
Si 1.66 2.81 -1.81 0.54
C 2.32 4.52 -1.29 0.57
C 1.44 5.45 -0.80 -0.45
C 1.86 6.75 -0.49 -0.59
C 3.18 7.12 -0.67 -0.70
C 4.07 6.20 -1.20 -0.72
C 3.66 4.91 -1.54 -0.45
H 1.66 2.81 -7.68 0.37
H -0.22 1.80 -6.32 0.40
H -0.26 1.94 -3.94 0.15
H 3.64 3.89 -4.07 0.16
H 3.62 3.73 -6.49 0.40
H 0.16 3.01 -1.59 -0.47
H 0.41 5.16 -0.58 0.44
H 1.14 7.44 -0.04 0.38
H 3.47 8.13 -0.49 0.45
H 5.08 6.46 -1.45 0.45
H 4.31 4.13 -1.95 0.31
C -0.92 -6.06 6.30 -0.72
O -1.64 -4.93 5.67 -0.31
C -0.98 -4.27 4.70 0.03
O 0.28 -4.28 4.59 -0.66
C -1.84 -3.73 3.65 0.52
C -3.09 -4.16 3.28 0.23
As -4.58 -3.00 2.75 0.18
C -5.56 -4.02 1.24 -1.24
C -3.42 -2.03 1.41 -0.72
C -2.49 -1.21 2.02 0.15
As -0.91 -2.19 2.81 0.82
C -1.04 -1.10 4.51 -1.37
C -2.59 0.22 2.24 0.81
O -1.64 0.99 2.47 -0.63
O -3.91 0.54 2.43 -0.37
C -4.12 1.95 2.92 -0.60
C -3.23 -2.23 -0.08 1.11
O -2.25 -2.78 -0.62 -0.67
O -4.38 -1.88 -0.67 -0.30
C -4.33 -1.97 -2.13 -0.61
C -3.75 -5.53 3.32 0.25
O -4.86 -5.73 3.81 -0.59
O -3.09 -6.62 2.86 -0.38
C -2.04 -6.55 1.88 -0.50
H -1.46 -7.00 6.08 0.24
H -0.83 -5.82 7.36 0.26
H 0.04 -6.05 5.83 0.36
H -6.18 -4.77 1.74 0.44
H -4.80 -4.58 0.72 0.35
H -6.05 -3.33 0.55 0.35
H -2.00 -1.17 4.99 0.38
H -0.83 -0.05 4.20 0.37
H -0.22 -1.40 5.11 0.53
H -5.05 2.32 2.50 0.28
H -3.25 2.45 2.50 0.19
H -4.08 1.98 4.05 0.27
H -5.15 -2.66 -2.43 0.35
H -3.39 -2.33 -2.56 0.31
H -4.62 -1.00 -2.52 0.13
H -1.12 -6.63 2.44 0.25
H -2.11 -5.64 1.31 0.21
H -2.18 -7.44 1.27 0.26

6.
19
Properties=species:S:1:pos:R:3:mulliken_charge:R:1 method="wB97M-V/def2-TZVPD" spin_multiplicity=1 total_charge=0 total_energy_ev=-10479.680 homo_lumo_gap_ha=0.269 de_lowest_kj_mol=526.7 homo_ev=-9.78 largest_force_ev_per_a=9.52
C -1.62 0.05 0.56 -0.22
C -0.92 0.65 -0.51 0.89
C -0.84 -0.10 -1.81 -1.17
C 0.23 1.51 -0.11 -0.89
O -1.86 -1.15 0.67 -0.53
H -1.85 0.74 1.39 0.37
H 1.19 -0.34 2.54 0.08
H -1.23 0.32 -2.75 0.39
H 0.16 -0.39 -2.15 0.33
H -1.30 -1.11 -1.77 0.32
H 0.50 2.11 -0.98 0.38
H -0.08 2.18 0.65 0.45
H 1.00 0.77 0.32 0.15
H 2.59 0.32 -0.27 0.25
H 0.72 0.25 2.57 -0.06
O 2.00 0.10 0.46 -0.74
H -0.31 -2.14 0.53 0.36
H 1.04 -1.45 0.40 0.33
O 0.58 -2.30 0.24 -0.69